Below is a molecular structure, C16H17Cl2N5OS2 in a non-equilibrium geometry, with properties calculated with wB97M-V/def2-TZVPD.

XYZ file:
```
43
Properties=species:S:1:pos:R:3:forces:R:3:nbo_charge:R:1
O -0.59250 0.83940 2.62633 2.57 -1.80 -3.17 -0.62
Cl 2.54394 5.55640 -0.64100 -0.15 0.48 -0.24 0.03
Cl -3.12293 -3.10326 3.42349 -0.35 -2.02 0.35 -0.05
N 2.05494 -0.82383 -2.76110 -0.21 -0.79 1.39 -0.27
N 2.70990 -0.13686 -3.68719 1.16 1.77 -0.27 -0.33
S 4.32905 -0.39407 -1.72204 -0.22 0.85 0.39 0.37
S 1.84961 -1.58006 -0.25907 5.48 -2.11 0.23 0.35
C -0.40127 -0.01785 1.68535 -3.06 4.26 2.53 0.68
C 2.70290 -0.98055 -1.63432 -0.46 -0.08 -1.50 -0.21
C 3.85073 0.33615 -3.22590 0.53 -0.30 -1.21 0.21
C 1.14095 3.28545 -1.34844 -1.34 0.30 0.31 -0.23
C 2.31388 3.27714 0.72070 0.49 3.15 1.18 -0.21
C 0.56011 2.09338 -0.98487 0.82 -1.13 2.12 -0.20
C 1.85381 2.02763 1.03308 0.06 0.13 -0.44 -0.20
C 1.85296 4.01307 -0.36614 0.74 -2.08 -1.01 -0.05
C 0.91299 1.45162 0.26158 -1.78 -0.49 -3.47 0.17
N 4.66058 1.18296 -3.95507 0.85 0.16 0.76 -0.83
N 0.27821 0.17051 0.49233 -1.18 2.85 3.69 -0.48
N -0.43740 -2.08846 -0.15953 -3.04 2.62 -1.67 -0.61
C 0.35537 -0.85609 -0.42805 -1.81 -2.48 -2.23 -0.08
C -4.12220 -2.01564 1.03809 -0.14 -2.37 -0.24 -0.44
C -2.72901 -0.76094 2.63755 0.88 2.88 -1.59 -0.40
C -2.95002 -2.64716 0.33307 3.25 -0.24 -0.86 -0.40
C -3.80645 -1.79381 2.49327 -0.43 2.07 0.81 -0.22
C -1.40393 -1.10219 1.76630 -1.23 -1.76 1.52 -0.33
C -1.72183 -1.64075 0.37103 -2.32 0.31 0.46 -0.04
H 0.77225 3.55960 -2.33131 0.65 1.05 0.12 0.24
H 2.94043 3.88656 1.44717 -0.54 -1.28 -0.94 0.23
H -0.13590 1.59744 -1.64189 0.00 -0.02 -0.18 0.22
H 2.30863 1.49395 1.78686 0.59 -0.96 1.93 0.23
H 4.34136 1.35964 -4.91461 0.54 0.10 0.87 0.42
H 5.48854 1.68544 -3.50864 -2.04 -1.14 -1.22 0.42
H -0.02675 -2.71025 0.48114 0.79 -0.77 0.98 0.37
H 0.17483 -0.59176 -1.48791 -0.02 0.26 0.71 0.26
H -4.95328 -2.70629 0.93063 -0.30 -0.19 0.20 0.23
H -4.44944 -1.14973 0.47718 0.17 0.70 0.40 0.23
H -2.52846 -0.44844 3.67285 0.29 -0.69 -0.38 0.25
H -3.18042 0.17862 2.22692 0.54 -0.42 -0.07 0.21
H -2.53949 -3.63383 0.70234 -1.10 0.87 -0.07 0.22
H -3.09728 -2.74005 -0.75236 -0.40 -0.35 0.33 0.22
H -4.70815 -1.42359 3.04336 0.68 -0.47 -0.42 0.23
H -0.84927 -1.84748 2.39923 -0.68 -0.19 -0.74 0.23
H -2.23999 -0.80201 -0.24042 1.73 -0.72 0.63 0.19
```
Positions in Å, forces in eV/Å.

Properties
Charge = 0
HOMO-LUMO gap = 0.311 hartree
Relative energy (zero: lowest compared OMol25 entry of this formula, charge and spin) = 177.74 kJ/mol